1.
C6H6O | the ωB97M-V functional and the def2-TZVPD basis

Summary:
Spin multiplicity = 1
E_HOMO = -8.97 eV
F_max = 0.6 eV Å⁻¹
Electronic energy = -8363.858 eV
Total charge = 0
Energy relative to the best compared isomer or geometry (same formula, charge and spin) = 61.07 kcal per mole

Each line ends with the Löwdin charge.
Cartesian coordinates (Å):
C 2.922 -0.690 0.632  0.13
C 1.792 -0.378 0.346  -0.09
C 0.431 -0.060 0.054  -0.24
C -0.075 1.083 -0.409  0.01
C -1.565 0.960 -0.533  -0.19
O -1.873 -0.356 -0.101  -0.12
C -0.695 -1.048 0.269  -0.15
H 3.919 -0.965 0.900  0.03
H 0.478 1.983 -0.654  0.12
H -2.092 1.692 0.097  0.12
H -1.911 1.097 -1.567  0.12
H -0.567 -1.946 -0.351  0.13
H -0.763 -1.372 1.317  0.13

Cartesian forces, eV/Å:
-0.5 0.1 -0.1
0.5 -0.1 0.2
-0.1 0.2 0.0
0.1 -0.1 0.1
0.0 0.3 -0.1
-0.1 -0.1 0.0
0.2 -0.2 0.1
-0.2 0.1 -0.1
-0.1 -0.2 0.0
0.1 -0.1 -0.1
0.1 0.0 0.1
0.0 0.1 0.1
0.0 0.1 -0.1

2.
C6H6O | the ωB97M-V functional and the def2-TZVPD basis

Summary:
Spin multiplicity = 1
E_HOMO = -8.86 eV
F_max = 0.5 eV Å⁻¹
Electronic energy = -8361.044 eV
Total charge = 0
Energy relative to the best compared isomer or geometry (same formula, charge and spin) = 125.96 kcal per mole

Each line ends with the Löwdin charge.
Cartesian coordinates (Å):
C -1.856 1.878 0.492  0.13
C -0.997 1.049 0.322  -0.08
C 0.061 0.067 0.130  -0.49
C -0.325 -1.422 0.303  -0.03
C 1.320 -0.004 1.055  0.07
O 2.115 -0.107 -0.008  -0.06
C 1.106 0.281 -0.975  -0.09
H -2.625 2.608 0.640  0.03
H -0.233 -1.981 -0.635  0.09
H -1.323 -1.528 0.732  0.09
H 0.383 -1.837 1.044  0.07
H 1.274 1.329 -1.219  0.13
H 1.100 -0.333 -1.881  0.13

Cartesian forces, eV/Å:
0.4 -0.4 -0.1
-0.2 0.2 0.1
0.0 0.1 0.2
-0.1 -0.1 0.1
0.2 0.3 -0.2
0.2 0.2 0.3
-0.1 0.1 -0.2
0.2 -0.2 0.0
-0.1 0.1 0.2
0.1 0.1 -0.2
-0.3 -0.3 -0.3
-0.1 -0.1 -0.1
0.0 0.0 0.2

3.
C6H6O2 | the ωB97M-V functional and the def2-TZVPD basis

Summary:
Spin multiplicity = 1
E_HOMO = -8.39 eV
F_max = 4.9 eV Å⁻¹
Electronic energy = -10409.433 eV
Total charge = 0
Energy relative to the best compared isomer or geometry (same formula, charge and spin) = 91.70 kcal per mole

Each line ends with the Löwdin charge.
Cartesian coordinates (Å):
O 3.889 0.950 -0.620  0.05
C 3.042 0.501 0.141  -0.25
O 2.284 -0.600 -0.328  -0.04
C 1.097 -0.891 0.283  -0.29
C 0.037 -0.875 -0.704  -0.09
C -1.044 -0.108 -0.539  -0.23
C -2.181 0.617 -1.053  0.08
C -1.660 1.012 0.154  0.08
H 2.640 1.085 1.053  0.16
H 0.750 -0.158 1.111  0.14
H 1.193 -1.918 0.770  0.14
H 0.115 -1.510 -1.484  0.07
H -2.943 0.527 -1.853  0.12
H -1.468 1.864 0.703  0.07

Cartesian forces, eV/Å:
-1.4 -1.1 2.5
-0.3 0.7 -3.2
3.3 2.5 0.8
-1.7 -0.9 3.4
-2.1 1.8 1.7
0.4 0.8 -0.3
0.2 -0.9 2.1
-0.7 -1.9 -4.5
0.5 -1.4 -0.9
1.1 -0.9 -1.0
0.0 1.1 -0.4
0.1 -2.0 -2.6
0.7 0.7 0.8
-0.1 1.3 1.5

4.
C6H6O2 | the ωB97M-V functional and the def2-TZVPD basis

Summary:
Spin multiplicity = 1
E_HOMO = -9.87 eV
F_max = 8.1 eV Å⁻¹
Electronic energy = -10408.808 eV
Total charge = 0
Energy relative to the best compared isomer or geometry (same formula, charge and spin) = 106.11 kcal per mole

Each line ends with the Löwdin charge.
Cartesian coordinates (Å):
C -1.185 -1.836 -1.874  0.08
C -1.038 -0.708 -1.302  -0.06
C -0.954 0.210 -0.119  -0.38
O -1.605 -0.335 1.023  -0.04
C 0.457 0.532 0.330  -0.27
C 0.873 1.827 0.140  0.15
C 1.303 -0.281 0.977  -0.23
O 0.969 -1.493 1.126  0.02
H -0.747 -2.850 -2.460  0.12
H -1.391 1.134 -0.541  0.14
H -1.084 -1.248 1.092  0.15
H 1.925 2.153 0.224  0.08
H 0.290 2.673 -0.201  0.08
H 2.186 0.222 1.585  0.17

Cartesian forces, eV/Å:
2.8 1.7 0.3
-0.2 -5.7 -1.4
-0.1 -0.3 -0.5
1.1 -2.4 -0.7
-2.0 6.9 -3.8
0.7 -0.7 -0.1
2.1 -5.9 3.9
1.6 2.6 0.0
-1.9 3.5 1.9
-0.2 -0.1 1.2
-1.6 2.5 0.2
-0.5 -0.6 0.7
-0.6 -0.5 -0.3
-1.2 -1.2 -1.4